The following is a DFT calculation (ωB97M-V with the def2-TZVPD basis set) of the molecule C24H15F3N4O7S.

## Properties
HOMO energy = -7.73 eV
Gap between HOMO and LUMO = 5.60 eV
LUMO level = -2.129 eV
Net charge = 0

```
54
Properties=species:S:1:pos:R:3:forces:R:3:lowdin_charge:R:1
C 5.170 -0.512 1.867 -0.531 0.126 0.149 -0.069
C 4.631 0.789 1.840 -0.576 -0.498 0.207 -0.055
C 3.245 0.947 1.764 -0.288 0.065 -0.020 -0.031
C 2.381 -0.163 1.579 0.523 -0.107 -0.343 -0.144
C 0.895 0.111 1.463 2.417 1.800 2.777 -0.279
C 0.049 -0.562 0.446 1.374 -1.179 -0.531 -0.096
N -1.273 -0.858 1.035 -0.432 1.319 0.816 0.021
C -2.009 0.183 1.487 0.309 -0.420 -1.433 0.066
C -3.375 0.030 1.717 -0.736 -0.410 0.504 -0.125
C -3.942 -1.290 1.794 0.036 1.264 -0.103 -0.135
C -5.345 -1.382 2.007 -0.281 -0.042 -0.126 -0.005
C -6.166 -0.258 2.051 0.868 -0.406 -0.265 -0.037
C -5.599 1.029 1.922 1.051 0.416 -0.193 -0.044
C -4.217 1.172 1.786 -0.674 0.375 0.308 0.010
C -3.040 -2.372 1.612 0.096 0.038 -0.147 0.035
C -1.732 -2.132 1.250 -1.160 -0.824 -0.380 0.007
O 0.518 0.981 2.260 -0.849 -1.315 -1.621 0.090
C 2.929 -1.451 1.607 0.598 -0.015 -0.278 -0.033
C 4.323 -1.628 1.768 -0.298 0.062 0.155 -0.072
H 6.238 -0.646 2.050 -0.286 -0.030 -0.273 0.105
H 5.257 1.685 1.921 -0.181 -0.509 -0.001 0.116
H 2.799 1.950 1.861 0.288 -0.626 -0.288 0.121
H 0.491 -1.516 0.099 -0.177 0.364 0.521 0.166
H -1.501 1.142 1.530 -0.214 -0.100 -0.221 0.145
H -5.785 -2.374 2.081 0.039 0.162 -0.014 0.118
H -7.250 -0.348 2.125 0.371 -0.150 0.110 0.117
H -6.243 1.919 1.900 0.359 -0.474 0.080 0.118
H -3.742 2.165 1.697 -0.432 -0.585 0.052 0.134
H -3.461 -3.385 1.682 0.668 0.383 0.050 0.135
H -1.051 -2.959 1.084 0.062 0.295 -0.242 0.143
H 2.281 -2.331 1.535 0.250 0.276 -0.056 0.108
H 4.738 -2.651 1.849 -0.306 0.779 -0.117 0.110
O 3.350 2.370 -0.832 -2.065 1.003 -0.552 -0.312
S 1.913 2.580 -1.094 2.995 -2.087 -0.834 0.778
O 1.050 3.196 -0.150 -0.742 0.633 0.668 -0.288
C 1.952 3.781 -2.648 -0.067 -0.624 0.206 -0.551
F 2.500 4.961 -2.254 -0.698 -1.448 -0.632 0.120
F 2.702 3.224 -3.644 -0.980 0.904 1.213 0.112
F 0.684 3.981 -3.090 1.348 -0.021 0.277 0.111
C 1.278 0.974 -1.521 -0.021 1.069 0.886 -0.256
C 0.038 0.408 -0.915 -2.456 0.914 1.607 -0.125
C -0.658 -0.366 -1.949 -3.675 -0.696 0.056 -0.084
N -2.006 -0.756 -1.961 3.980 -0.563 -1.284 -0.159
O -3.021 -0.386 -1.415 -0.353 -0.063 0.386 0.040
O -2.045 -1.851 -2.918 -0.598 1.037 0.626 0.006
N -0.823 -2.053 -3.509 1.187 2.609 1.441 0.138
C -0.017 -1.081 -2.952 -0.323 -2.945 -1.399 -0.158
C 1.371 -0.796 -3.184 0.811 -0.352 -0.001 -0.100
N 2.186 -1.601 -4.071 0.990 -0.766 -0.803 -0.337
O 1.714 -2.632 -4.596 0.154 1.786 1.033 0.037
O 3.372 -1.252 -4.273 -1.683 -0.162 0.494 0.017
C 1.951 0.279 -2.490 -0.295 -0.790 -1.104 0.004
H -0.631 1.135 -0.403 0.389 0.496 -1.258 0.145
H 2.931 0.604 -2.797 0.212 0.030 -0.104 0.125
```
Positions in Å, forces in eV/Å.